# 1
Here is an isolated molecule of C8H14NO2P in a non-equilibrium geometry from the Open Molecules 2025 dataset. Energies are from wB97M-V/def2-TZVPD.

Last column: Löwdin charge in e.
Element x y z (Å)
P  -0.4548  -1.0337  -0.2015  0.90
O  0.6583  0.1195  0.3361  -0.40
O  -4.3407  1.9407  -0.2042  0.06
N  -1.7917  -0.1741  0.5758  -0.08
C  -0.2638  -2.1789  1.2322  -0.25
C  2.5069  1.5086  -0.0290  -0.13
C  -3.5180  1.4008  0.4804  -0.21
C  3.4885  0.4606  -0.7067  -0.11
C  1.1202  1.1678  -0.5348  -0.28
C  -2.9246  0.0661  0.0841  -0.39
C  -3.4842  -0.8121  -1.0532  -0.03
C  4.1938  -0.3476  0.0755  0.01
H  3.5071  0.4888  -1.6907  0.05
H  -3.8548  -0.0058  -1.7506  0.10
H  2.7747  2.3034  -0.5268  0.05
H  4.8469  -1.0931  -0.3683  0.05
H  0.4297  2.0291  -0.3748  0.12
H  -3.2815  1.7803  1.5206  0.13
H  0.5211  -2.8664  1.0176  0.01
H  -1.2370  -2.5088  1.6815  0.06
H  0.9886  0.9927  -1.5886  0.10
H  -2.6263  -1.4368  -1.2954  0.02
H  4.2361  -0.4081  1.0894  0.02
H  -4.2716  -1.4329  -0.6922  0.07
H  0.2667  -1.5147  1.9128  0.03
H  2.5105  1.5546  1.0107  0.10

Computed properties:
ΔE to the lowest compared entry with this formula, charge and spin = 0.0000 eV
SMILES = C=CCCOP(C)/N=C(\C)C=O
Lowest unoccupied orbital energy = 0.0936 eV
Electronic energy = -859.710346 Eh
HOMO level = -0.3210 hartree
F_max = 7.60 eV/Å

=====

# 2
Here is a structure of composition C8H14NO2S in a non-equilibrium geometry from the Open Molecules 2025 dataset. Energies are from wB97M-V/def2-TZVPD.

Last column: Löwdin charge in e.
Element x y z (Å)
S  -1.4045  1.3817  0.0581  0.95
O  -1.5750  1.9272  1.4096  -0.28
O  -1.8835  2.3991  -1.0496  -0.18
N  0.1125  -0.3178  -0.1896  -0.40
C  -1.2930  -0.2865  -0.6146  -0.30
C  1.4655  1.6755  0.5564  -0.14
C  -2.1349  -1.4302  -0.1006  -0.17
C  0.3645  -0.8373  1.1295  -0.02
C  0.7682  -1.2243  -1.1413  0.01
C  2.3348  2.5649  0.1349  0.10
C  0.4399  1.1120  -0.3596  -0.24
C  -3.2459  -1.0513  0.5225  0.00
H  -3.6021  0.0419  0.6334  0.09
H  -1.6124  -2.4523  -0.2843  0.14
H  1.2800  1.5317  1.6562  0.14
H  1.8404  -1.4405  -0.8020  0.14
H  3.0503  2.9162  0.8896  0.10
H  -3.9522  -1.8140  0.9478  0.09
H  0.2214  -2.2236  -1.1055  0.13
H  -0.1530  -0.4150  1.9663  0.12
H  2.3060  2.7549  -0.8529  0.04
H  -2.6844  2.1979  -1.6574  0.18
H  0.4196  1.5207  -1.4554  0.19
H  1.0119  -0.7327  -2.1127  0.13
H  0.0041  -1.7955  1.2525  0.10
H  1.3086  -0.6643  1.4762  0.08

Computed properties:
ΔE to the lowest compared entry with this formula, charge and spin = 7.4497 eV
Charge = +1
Lowest unoccupied orbital energy = -3.5232 eV
Electronic energy = -916.137628 Eh
HOMO level = -0.4466 hartree
F_max = 3.67 eV/Å